# C42H42BGeN6O8Sc

A molecular structure, C42H42BGeN6O8Sc (wB97M-V/def2-TZVPD, OMol25).

Last column: Löwdin charge in e.
Element x y z (Å)
Sc1 -0.863 0.040 1.361  0.928
O1 1.462 3.869 2.073  0.087
C1 1.251 4.497 0.911  -0.258
C2 1.872 5.738 0.738  -0.012
C3 1.695 6.458 -0.425  -0.097
C4 0.888 5.966 -1.450  -0.108
C5 0.263 4.747 -1.281  -0.043
C6 0.434 3.994 -0.117  -0.083
C7 -0.256 2.696 0.020  -0.426
O2 0.156 1.868 0.914  -0.131
N1 -1.261 2.445 -0.793  0.096
N2 -1.837 1.277 -0.403  -0.034
C8 -2.952 0.964 -0.933  -0.087
C9 -3.661 -0.184 -0.381  -0.262
C10 -4.846 -0.644 -0.938  -0.017
C11 -5.513 -1.689 -0.322  -0.059
C12 -4.983 -2.224 0.837  -0.051
C13 -3.788 -1.713 1.320  -0.119
N3 -3.125 -0.723 0.726  0.063
H1 1.137 2.948 1.991  0.084
H2 2.502 6.101 1.539  0.115
H3 2.196 7.412 -0.540  0.096
H4 0.752 6.530 -2.363  0.091
H5 -0.378 4.339 -2.051  0.108
H6 -3.395 1.574 -1.717  0.130
H7 -5.228 -0.180 -1.838  0.111
H8 -6.432 -2.078 -0.742  0.107
H9 -5.460 -3.044 1.353  0.107
H10 -3.335 -2.102 2.221  0.104
C14 -3.021 4.258 4.789  -0.027
N4 -2.779 2.873 4.428  -0.054
C15 -2.901 1.865 5.329  -0.063
C16 -2.626 0.582 5.024  0.016
C17 -2.159 0.323 3.687  -0.496
O3 -1.795 -0.810 3.269  -0.091
N5 -2.067 1.333 2.800  0.117
C18 -2.338 2.627 3.106  -0.486
O4 -2.238 3.565 2.337  0.072
H11 -3.505 4.289 5.764  0.082
H12 -3.660 4.725 4.043  0.090
H13 -2.085 4.816 4.824  0.098
H14 -3.233 2.163 6.316  0.122
H15 -2.710 -0.214 5.745  0.107
O5 2.590 0.983 2.140  0.085
N6 2.118 -0.393 2.445  0.018
O6 0.848 -0.420 2.326  -0.294
C19 5.514 1.854 -0.701  -0.011
C20 4.025 2.116 -0.913  -0.458
C21 3.827 3.346 -1.776  0.002
O7 3.459 2.368 0.385  0.156
B1 2.943 1.167 0.845  -0.841
O8 2.895 0.211 -0.152  0.127
C22 3.254 0.842 -1.397  -0.440
C23 1.973 1.164 -2.152  0.026
C24 4.083 -0.139 -2.209  0.001
H16 5.950 2.718 -0.199  0.092
H17 6.033 1.698 -1.648  0.086
H18 5.667 0.979 -0.068  0.097
H19 4.391 4.178 -1.352  0.092
H20 2.779 3.640 -1.817  0.070
H21 4.187 3.165 -2.792  0.093
H22 1.371 1.898 -1.622  0.072
H23 1.386 0.250 -2.260  0.082
H24 2.193 1.554 -3.148  0.100
H25 4.910 -0.540 -1.625  0.085
H26 4.481 0.342 -3.106  0.093
H27 3.448 -0.970 -2.520  0.080
C25 3.421 -5.185 0.707  -0.118
C26 2.154 -5.731 0.566  -0.110
C27 1.063 -4.909 0.302  -0.114
C28 1.203 -3.525 0.182  -0.311
C29 2.487 -2.996 0.332  -0.115
C30 3.582 -3.812 0.587  -0.092
Ge1 -0.314 -2.302 -0.262  1.003
C31 -1.823 -3.622 -0.198  -0.336
C32 -2.613 -3.951 -1.299  -0.102
C33 -3.674 -4.845 -1.194  -0.106
C34 -3.962 -5.450 0.021  -0.123
C35 -3.186 -5.141 1.133  -0.110
C36 -2.143 -4.232 1.020  -0.159
C37 -0.052 -2.088 -2.233  -0.329
C38 0.996 -2.701 -2.923  -0.112
C39 1.207 -2.470 -4.278  -0.104
C40 0.365 -1.621 -4.983  -0.114
C41 -0.690 -1.008 -4.320  -0.102
C42 -0.885 -1.239 -2.965  -0.143
H28 4.273 -5.823 0.912  0.088
H29 2.010 -6.802 0.655  0.090
H30 0.091 -5.369 0.176  0.084
H31 2.635 -1.926 0.268  0.072
H32 4.564 -3.367 0.703  0.096
H33 -2.395 -3.506 -2.264  0.090
H34 -4.270 -5.080 -2.070  0.094
H35 -4.779 -6.157 0.103  0.091
H36 -3.396 -5.608 2.089  0.097
H37 -1.554 -3.996 1.902  0.111
H38 1.668 -3.365 -2.389  0.093
H39 2.035 -2.954 -4.784  0.095
H40 0.531 -1.436 -6.037  0.090
H41 -1.352 -0.337 -4.856  0.094
H42 -1.700 -0.730 -2.461  0.073

Values from the calculation:
multiplicity: 2
total charge: -1
energy relative to the best compared isomer or geometry (same formula, charge and spin): 14.1 kcal per mole
Kohn-Sham gap (alpha / beta): 6.368 / 6.634 eV



# C42H42Ge2N3O3PtS2SeSi

A molecular structure, C42H42Ge2N3O3PtS2SeSi (wB97M-V/def2-TZVPD, OMol25).

Last column: Löwdin charge in e.
Element x y z (Å)
Pt1 0.752 0.745 0.131  0.437
N1 2.239 7.661 1.233  0.069
C1 1.214 6.935 0.589  -0.331
C2 0.646 5.829 1.220  -0.034
C3 -0.357 5.115 0.602  -0.046
C4 -0.814 5.500 -0.656  -0.274
C5 -0.259 6.597 -1.288  -0.064
C6 0.752 7.319 -0.663  -0.053
S1 -2.048 4.490 -1.426  0.526
O1 -3.241 4.554 -0.610  -0.330
O2 -2.155 4.967 -2.796  -0.399
N2 -1.458 3.045 -1.292  -0.140
C7 -0.602 2.546 -2.176  -0.709
S2 -0.267 3.175 -3.785  1.015
C8 0.849 1.883 -4.057  -0.433
C9 0.897 1.076 -2.978  -0.263
N3 0.099 1.448 -1.926  -0.112
H1 2.764 7.091 1.880  0.076
H2 2.863 8.116 0.583  0.070
H3 1.025 5.494 2.178  0.103
H4 -0.759 4.228 1.069  0.094
H5 -0.606 6.867 -2.277  0.104
H6 1.202 8.170 -1.164  0.097
H7 1.384 1.774 -4.985  0.043
H8 1.486 0.177 -2.869  0.082
C10 -3.691 1.159 -1.652  -0.247
Ge1 -3.223 -0.107 -0.248  0.689
C11 -4.896 -0.393 0.754  -0.255
C12 -2.910 -1.782 -1.216  -0.246
Ge2 -1.317 0.434 1.193  0.696
C13 -1.151 -1.066 2.477  -0.323
C14 -2.059 -2.120 2.550  -0.136
C15 -1.886 -3.168 3.449  -0.110
C16 -0.784 -3.184 4.288  -0.116
C17 0.136 -2.144 4.230  -0.096
C18 -0.051 -1.100 3.337  -0.124
C19 -1.813 1.977 2.334  -0.336
C20 -3.073 2.560 2.235  -0.126
C21 -3.434 3.653 3.017  -0.099
C22 -2.534 4.176 3.930  -0.116
C23 -1.272 3.607 4.046  -0.109
C24 -0.914 2.531 3.247  -0.166
H9 -4.569 0.757 -2.167  0.017
H10 -2.871 1.254 -2.360  0.007
H11 -3.914 2.150 -1.262  -0.003
H12 -5.652 -0.692 0.023  0.010
H13 -5.237 0.512 1.253  0.000
H14 -4.806 -1.177 1.506  -0.005
H15 -3.721 -1.910 -1.937  0.015
H16 -2.885 -2.656 -0.566  -0.012
H17 -1.959 -1.733 -1.747  0.015
H18 -2.923 -2.139 1.896  0.058
H19 -2.605 -3.979 3.478  0.090
H20 -0.631 -4.011 4.972  0.088
H21 1.012 -2.157 4.867  0.094
H22 0.692 -0.309 3.282  0.064
H23 -3.787 2.193 1.510  0.065
H24 -4.407 4.109 2.883  0.095
H25 -2.803 5.041 4.527  0.087
H26 -0.550 4.022 4.740  0.093
H27 0.096 2.144 3.308  0.006
O3 0.692 -1.164 -0.894  -0.490
Si1 1.557 -2.484 -1.042  0.418
C25 0.539 -4.079 -1.050  -0.199
C26 0.920 -5.268 -1.680  -0.110
C27 0.154 -6.421 -1.576  -0.111
C28 -1.019 -6.411 -0.831  -0.116
C29 -1.413 -5.243 -0.195  -0.092
C30 -0.640 -4.096 -0.309  -0.095
C31 2.495 -2.481 -2.695  -0.220
C32 3.774 -1.923 -2.782  -0.091
C33 4.444 -1.821 -3.994  -0.102
C34 3.847 -2.283 -5.159  -0.119
C35 2.576 -2.837 -5.101  -0.105
C36 1.913 -2.929 -3.884  -0.101
C37 2.884 -2.782 0.271  -0.210
C38 3.746 -3.878 0.166  -0.106
C39 4.717 -4.135 1.121  -0.113
C40 4.849 -3.288 2.216  -0.119
C41 4.006 -2.195 2.339  -0.091
C42 3.032 -1.944 1.377  -0.087
H28 1.830 -5.293 -2.271  0.092
H29 0.473 -7.329 -2.077  0.088
H30 -1.621 -7.309 -0.749  0.087
H31 -2.324 -5.223 0.392  0.096
H32 -0.945 -3.188 0.191  0.074
H33 4.254 -1.556 -1.881  0.106
H34 5.432 -1.377 -4.029  0.092
H35 4.366 -2.203 -6.107  0.087
H36 2.096 -3.192 -6.006  0.091
H37 0.916 -3.355 -3.859  0.102
H38 3.655 -4.548 -0.683  0.093
H39 5.374 -4.991 1.010  0.087
H40 5.608 -3.482 2.966  0.086
H41 4.102 -1.520 3.182  0.098
H42 2.396 -1.071 1.483  0.021
Se1 2.100 2.042 1.426  -0.132

Values from the calculation:
multiplicity: 2
total charge: -2
energy relative to the best compared isomer or geometry (same formula, charge and spin): 0.0 kcal per mole
Kohn-Sham gap (alpha / beta): 5.834 / 5.897 eV



# C42H42N7O2RbS2Se2

A molecular structure, C42H42N7O2RbS2Se2 (wB97M-V/def2-TZVPD, OMol25).

Last column: Löwdin charge in e.
Element x y z (Å)
Rb1 -0.371 -0.391 0.128  0.627
O1 -4.833 -0.550 0.759  -0.042
C1 -3.730 0.030 0.824  -0.541
N1 -2.706 -0.153 1.637  -0.008
C2 -2.842 -0.969 2.772  -0.237
C3 -3.982 -0.846 3.580  -0.062
C4 -4.100 -1.473 4.810  -0.145
C5 -3.053 -2.264 5.266  -0.140
C6 -1.926 -2.418 4.478  -0.049
C7 -1.779 -1.804 3.223  -0.224
N2 -0.555 -1.875 2.543  0.020
C8 0.096 -3.021 2.486  -0.546
O2 -0.262 -4.179 2.789  -0.047
C9 1.569 -2.857 2.079  -0.207
C10 2.437 -3.905 2.389  -0.024
C11 3.792 -3.755 2.164  -0.086
C12 4.254 -2.561 1.627  -0.083
C13 3.317 -1.589 1.314  -0.175
N3 2.010 -1.727 1.516  0.085
C14 -3.556 1.218 -0.150  -0.192
C15 -4.679 1.584 -0.894  -0.013
C16 -4.632 2.731 -1.665  -0.080
C17 -3.460 3.476 -1.688  -0.095
C18 -2.380 3.007 -0.959  -0.166
N4 -2.417 1.910 -0.205  0.066
H1 -4.793 -0.235 3.204  0.097
H2 -5.002 -1.348 5.400  0.076
H3 -3.115 -2.768 6.225  0.077
H4 -1.116 -3.051 4.815  0.099
H5 2.003 -4.803 2.805  0.106
H6 4.484 -4.554 2.408  0.093
H7 5.306 -2.388 1.439  0.089
H8 3.628 -0.646 0.873  0.045
H9 -5.551 0.952 -0.821  0.105
H10 -5.494 3.042 -2.245  0.096
H11 -3.366 4.376 -2.282  0.095
H12 -1.433 3.536 -0.990  0.076
C19 5.612 1.946 1.365  -0.428
Se1 3.957 2.651 0.625  0.869
C20 4.476 2.594 -1.252  -0.578
C21 4.753 1.198 -1.782  -0.567
Se2 3.197 0.020 -1.841  0.917
C22 2.714 0.368 -3.687  -0.396
H13 6.458 2.572 1.084  0.016
H14 5.779 0.920 1.043  0.003
H15 5.498 1.955 2.447  0.013
H16 5.349 3.240 -1.378  0.059
H17 3.637 3.044 -1.784  0.025
H18 5.523 0.697 -1.193  0.037
H19 5.125 1.262 -2.807  0.059
H20 3.526 0.058 -4.343  0.022
H21 2.474 1.421 -3.808  -0.002
H22 1.824 -0.235 -3.885  -0.025
S1 0.251 2.746 1.429  0.619
C23 -0.874 3.242 2.507  -1.139
N5 -1.493 2.396 3.348  -0.043
C24 -2.748 2.860 3.904  -0.234
C25 -2.557 4.360 4.092  -0.437
S2 -1.535 4.861 2.671  0.905
H23 -1.367 1.403 3.150  0.123
H24 -2.955 2.353 4.846  0.123
H25 -3.570 2.660 3.209  0.124
H26 -2.025 4.583 5.017  0.071
H27 -3.501 4.899 4.075  0.071
N6 1.176 4.168 -1.544  -0.032
C26 1.339 5.467 -1.856  -0.121
C27 1.567 5.518 -3.214  -0.089
C28 1.497 4.171 -3.634  -0.172
N7 1.253 3.364 -2.616  0.057
H28 0.895 3.757 -0.659  0.021
H29 1.277 6.236 -1.105  0.108
H30 1.739 6.394 -3.815  0.077
H31 1.576 3.762 -4.629  0.093
C29 -0.700 3.031 -6.477  -0.150
C30 0.112 1.911 -6.640  -0.123
C31 0.037 0.847 -5.756  -0.068
C32 -0.853 0.861 -4.674  -0.230
C33 -1.663 1.992 -4.528  -0.051
C34 -1.591 3.060 -5.411  -0.118
C35 -0.950 -0.259 -3.720  -0.162
C36 -0.281 -1.416 -3.845  -0.072
C37 -0.495 -2.446 -2.847  -0.317
C38 -1.703 -3.163 -2.749  -0.060
C39 -1.879 -4.171 -1.812  -0.107
C40 -0.864 -4.515 -0.928  -0.109
C41 0.341 -3.826 -1.009  -0.113
C42 0.522 -2.824 -1.948  -0.117
H32 -0.639 3.864 -7.168  0.079
H33 0.811 1.869 -7.469  0.086
H34 0.651 -0.038 -5.883  0.091
H35 -2.358 2.025 -3.696  0.085
H36 -2.231 3.923 -5.262  0.088
H37 -1.652 -0.057 -2.891  0.088
H38 -2.517 -2.893 -3.413  0.101
H39 -2.839 -4.673 -1.749  0.091
H40 -1.016 -5.263 -0.161  0.093
H41 1.139 -4.056 -0.312  0.093
H42 1.474 -2.303 -1.990  0.061

Values from the calculation:
multiplicity: 1
total charge: -2
energy relative to the best compared isomer or geometry (same formula, charge and spin): 0.0 kcal per mole
Kohn-Sham gap: 4.672 eV



# C42H43BF8N2O3

3 unconnected molecules or ions with the total composition C42H43BF8N2O3 in a non-equilibrium geometry (wB97M-V/def2-TZVPD, OMol25).

Last column: Löwdin charge in e.
Element x y z (Å)
C1 -3.680 -7.151 0.476  -0.016
N1 -3.686 -5.720 0.321  -0.026
C2 -2.497 -5.046 0.219  -0.362
O1 -1.373 -5.530 0.344  0.082
C3 -2.842 -3.565 0.070  -0.172
C4 -2.460 -2.975 -1.287  -0.048
C5 -0.993 -2.748 -1.299  -0.085
C6 -0.182 -3.433 -2.196  -0.131
F1 -0.765 -4.231 -3.131  0.096
C7 1.202 -3.334 -2.130  -0.112
F2 1.972 -3.981 -3.022  0.122
C8 1.774 -2.550 -1.124  -0.100
F3 3.117 -2.446 -1.068  0.117
C9 0.978 -1.859 -0.207  -0.101
F4 1.541 -1.160 0.810  0.105
C10 -0.400 -1.914 -0.345  -0.126
F5 -1.188 -1.147 0.470  0.084
N2 -4.286 -3.544 0.242  -0.006
C11 -4.891 -2.338 0.157  -0.063
C12 -6.250 -2.153 -0.052  -0.112
C13 -6.912 -0.926 0.029  -0.030
C14 -8.330 -0.862 -0.263  -0.228
C15 -9.024 0.355 -0.500  -0.041
C16 -10.373 0.353 -0.867  -0.090
C17 -11.083 -0.854 -0.979  -0.096
C18 -10.423 -2.067 -0.741  -0.092
C19 -9.088 -2.069 -0.360  -0.047
C20 -4.886 -4.895 0.108  -0.451
C21 -5.456 -5.120 -1.294  0.013
C22 -5.944 -5.148 1.186  0.006
H1 -2.701 -7.447 0.853  0.096
H2 -4.441 -7.477 1.186  0.088
H3 -3.857 -7.684 -0.464  0.098
H4 -2.348 -3.016 0.891  0.165
H5 -2.769 -3.665 -2.090  0.134
H6 -2.998 -2.024 -1.409  0.129
H7 -4.213 -1.471 0.213  0.139
H8 -6.821 -3.040 -0.350  0.060
H9 -6.330 -0.031 0.250  0.113
H10 -8.475 1.289 -0.385  0.107
H11 -10.877 1.303 -1.060  0.102
H12 -12.138 -0.855 -1.259  0.098
H13 -10.946 -3.018 -0.842  0.103
H14 -8.625 -3.029 -0.124  0.091
H15 -4.644 -5.164 -2.030  0.093
H16 -6.005 -6.066 -1.303  0.091
H17 -6.152 -4.326 -1.580  0.079
H18 -5.471 -5.144 2.178  0.105
H19 -6.738 -4.394 1.149  0.074
H20 -6.398 -6.130 1.022  0.085
C23 4.083 6.914 -1.859  -0.057
C24 4.740 5.606 -2.265  -0.494
C25 5.400 5.692 -3.643  -0.060
C26 5.905 5.339 -1.237  -0.102
O2 5.676 4.226 -0.392  0.082
B1 5.017 3.123 -0.864  -0.588
C27 5.349 1.832 -0.069  -0.059
C28 6.637 1.628 0.448  -0.013
C29 7.051 0.372 0.851  -0.009
C30 6.114 -0.656 0.848  -0.124
C31 6.601 -2.076 1.052  -0.508
F6 5.599 -3.002 1.017  0.114
F7 7.505 -2.448 0.091  0.116
F8 7.228 -2.203 2.270  0.105
C32 4.766 -0.381 0.656  -0.015
C33 4.375 0.866 0.200  -0.007
C34 1.656 3.684 2.794  -0.087
C35 1.341 4.702 1.754  -0.146
C36 3.040 3.543 3.127  -0.256
C37 3.700 2.340 3.543  -0.049
C38 5.029 2.339 3.952  -0.106
C39 5.805 3.502 3.937  -0.099
C40 5.254 4.645 3.345  -0.102
C41 3.919 4.680 2.993  -0.056
O3 4.068 3.202 -1.850  0.104
C42 3.643 4.506 -2.361  -0.076
H21 3.578 6.753 -0.900  0.087
H22 4.827 7.709 -1.713  0.090
H23 3.329 7.234 -2.590  0.092
H24 5.803 4.699 -3.900  0.099
H25 4.683 5.976 -4.428  0.089
H26 6.240 6.401 -3.658  0.090
H27 6.853 5.134 -1.787  0.136
H28 6.085 6.229 -0.607  0.132
H29 7.360 2.441 0.449  0.120
H30 8.094 0.172 1.130  0.132
H31 4.036 -1.164 0.826  0.095
H32 3.329 1.048 -0.037  0.120
H33 0.844 3.162 3.319  0.092
H34 0.564 4.406 1.044  0.069
H35 1.063 5.653 2.246  0.081
H36 2.245 4.965 1.157  0.059
H37 3.141 1.396 3.482  0.108
H38 5.476 1.430 4.353  0.101
H39 6.825 3.527 4.330  0.098
H40 5.865 5.540 3.221  0.101
H41 3.517 5.619 2.601  0.098
H42 2.697 4.829 -1.864  0.136
H43 3.416 4.312 -3.420  0.128

Values from the calculation:
multiplicity: 1
energy relative to the best compared isomer or geometry (same formula, charge and spin): 4.9 kcal per mole
Kohn-Sham gap: 1.305 eV